ORCA calculation (wB97M-V/def2-TZVPD) on a molecular structure, C51H48As2IrN4S2 at a distorted geometry.

Output
**2S+1**: 2
**Expectation value of S²**: 0.75
**Kohn-Sham gap (alpha / beta)**: 5.25 / 4.36 eV
**Relative energy (zero: lowest compared OMol25 entry of this formula, charge and spin)**: 1.345 eV
**E**: -205776.84450 eV
**Total charge**: +4
**LUMO level (alpha / beta)**: -12.1 / -13.0 eV

Geometry (Å):
Ir  -0.03  -0.03  0.13
C  -3.78  -0.76  0.23
C  -3.82  0.63  -0.31
As  -2.19  1.48  0.29
C  -2.37  1.35  2.21
C  -3.52  1.89  2.79
C  -3.68  1.84  4.17
C  -2.70  1.27  4.97
C  -1.57  0.72  4.40
C  -1.40  0.76  3.02
C  -2.41  3.34  -0.07
C  -2.18  4.26  0.94
C  -2.52  5.59  0.72
C  -3.03  5.98  -0.51
C  -3.23  5.05  -1.52
C  -2.90  3.73  -1.32
As  -2.07  -1.51  -0.28
C  -2.28  -3.37  0.12
C  -2.07  -4.31  -0.88
C  -2.47  -5.62  -0.66
C  -3.05  -5.98  0.55
C  -3.22  -5.04  1.56
C  -2.83  -3.72  1.35
C  -2.12  -1.42  -2.20
C  -1.04  -0.94  -2.94
C  -1.11  -0.91  -4.33
C  -2.26  -1.37  -4.97
C  -3.33  -1.84  -4.24
C  -3.27  -1.88  -2.85
H  -4.53  -1.43  -0.18
H  -3.88  -0.77  1.32
H  -4.65  1.23  0.07
H  -3.87  0.64  -1.40
H  -4.29  2.34  2.18
H  -4.57  2.26  4.61
H  -2.83  1.26  6.05
H  -0.81  0.26  5.03
H  -0.51  0.31  2.58
H  -1.78  3.96  1.90
H  -2.39  6.32  1.51
H  -3.27  7.03  -0.68
H  -3.64  5.37  -2.47
H  -3.05  3.00  -2.11
H  -1.63  -4.03  -1.83
H  -2.35  -6.36  -1.45
H  -3.36  -7.00  0.71
H  -3.68  -5.32  2.50
H  -2.97  -2.99  2.14
H  -0.14  -0.60  -2.44
H  -0.27  -0.55  -4.91
H  -2.31  -1.36  -6.06
H  -4.23  -2.19  -4.74
H  -4.11  -2.27  -2.29
S  2.32  0.13  -0.15
C  3.03  -1.35  0.18
N  4.33  -1.54  0.29
C  4.83  -2.91  0.51
C  4.00  -3.88  -0.28
N  2.58  -3.71  0.10
C  1.74  -4.93  0.21
C  1.53  -5.30  1.67
C  0.25  -5.51  2.16
C  0.07  -5.93  3.47
C  1.16  -6.13  4.30
C  2.45  -5.91  3.81
C  2.63  -5.50  2.50
C  2.12  -2.52  0.33
S  0.51  -2.24  0.81
C  5.33  -0.46  0.23
C  6.06  -0.31  1.53
C  7.46  -0.45  1.56
C  8.14  -0.27  2.75
C  7.42  0.02  3.93
C  6.02  0.16  3.91
C  5.35  -0.01  2.73
H  4.79  -3.14  1.58
H  5.87  -2.96  0.19
H  4.31  -4.90  -0.05
H  4.10  -3.73  -1.36
H  2.27  -5.72  -0.31
H  0.79  -4.75  -0.30
H  -0.60  -5.37  1.51
H  -0.93  -6.11  3.84
H  1.02  -6.46  5.32
H  3.30  -6.09  4.45
H  3.64  -5.38  2.12
H  4.82  0.47  -0.04
H  6.03  -0.70  -0.57
H  8.00  -0.67  0.65
H  9.22  -0.35  2.79
H  7.96  0.13  4.87
H  5.49  0.40  4.82
H  4.27  0.10  2.69
N  1.28  3.92  0.68
C  0.98  2.69  1.09
N  0.44  1.98  0.11
C  0.44  2.80  -1.04
C  0.05  2.54  -2.35
C  0.18  3.57  -3.25
C  0.67  4.83  -2.87
C  1.07  5.09  -1.57
C  0.96  4.03  -0.67
H  1.69  4.64  1.25
H  1.13  2.34  2.10
H  -0.32  1.57  -2.65
H  -0.10  3.41  -4.29
H  0.75  5.62  -3.61
H  1.47  6.05  -1.28


ORCA calculation (wB97M-V/def2-TZVPD) on a molecular structure, C51H49BO12P2Pd at a distorted geometry.

Output
**Kohn-Sham gap**: 3.80 eV
**E**: -100976.97617 eV
**Total charge**: +2
**LUMO level**: -9.4 eV

Geometry (Å):
C  -0.15  -3.78  -4.72
C  -0.22  -2.54  -5.37
C  0.54  -1.46  -4.91
C  1.32  -1.65  -3.77
O  1.88  -0.53  -3.11
P  1.05  0.64  -2.37
O  2.20  1.74  -2.12
C  3.56  1.67  -2.44
C  4.07  2.66  -3.29
C  5.42  2.59  -3.65
C  6.23  1.56  -3.15
C  5.70  0.61  -2.27
C  4.35  0.66  -1.90
O  0.15  1.28  -3.55
C  0.05  2.62  -3.93
C  -0.06  2.84  -5.30
C  -0.07  4.16  -5.76
C  -0.02  5.22  -4.85
C  0.04  4.97  -3.48
C  0.08  3.65  -3.00
Pd  -0.26  0.05  -0.65
P  0.05  -2.02  0.32
O  -0.48  -3.26  -0.60
C  -0.50  -4.65  -0.33
C  -1.69  -5.32  -0.55
C  -1.81  -6.63  -0.09
C  -0.71  -7.27  0.48
C  0.51  -6.61  0.59
C  0.64  -5.29  0.15
O  1.58  -2.40  0.75
C  2.07  -2.47  2.06
C  2.72  -3.64  2.45
C  2.94  -3.83  3.82
C  2.61  -2.84  4.74
C  2.09  -1.62  4.29
C  1.82  -1.43  2.94
O  -0.72  -2.29  1.74
C  -1.90  -3.01  1.96
C  -1.87  -3.97  2.97
C  -3.00  -4.78  3.13
C  -4.12  -4.58  2.33
C  -4.14  -3.56  1.38
C  -3.03  -2.74  1.20
C  -2.17  0.90  -0.06
C  -2.90  1.22  -1.29
C  -3.43  0.16  -2.03
C  -3.98  0.38  -3.30
C  -4.03  1.69  -3.80
C  -3.52  2.77  -3.06
C  -2.99  2.54  -1.79
C  -1.09  1.67  0.41
C  -0.54  1.49  1.80
C  1.46  -2.89  -3.15
C  0.71  -3.96  -3.63
H  -0.76  -4.62  -5.06
H  -0.86  -2.41  -6.24
H  0.51  -0.50  -5.40
H  3.40  3.44  -3.64
H  5.82  3.35  -4.32
H  7.28  1.50  -3.45
H  6.33  -0.18  -1.86
H  3.92  -0.06  -1.20
H  -0.13  1.98  -5.97
H  -0.13  4.34  -6.83
H  -0.01  6.25  -5.22
H  0.05  5.79  -2.76
H  0.10  3.44  -1.93
H  -2.52  -4.80  -1.03
H  -2.76  -7.15  -0.19
H  -0.81  -8.30  0.85
H  1.39  -7.11  1.01
H  1.59  -4.76  0.17
H  2.99  -4.38  1.71
H  3.38  -4.77  4.15
H  2.77  -3.00  5.81
H  1.88  -0.80  4.98
H  1.40  -0.49  2.58
H  -0.97  -4.08  3.58
H  -2.99  -5.56  3.89
H  -5.00  -5.23  2.44
H  -5.03  -3.38  0.77
H  -3.01  -1.92  0.48
H  -2.60  0.20  0.65
H  -3.33  -0.86  -1.63
H  -4.36  -0.47  -3.88
H  -4.45  1.87  -4.79
H  -3.53  3.79  -3.47
H  -2.61  3.37  -1.18
H  -1.06  2.68  0.02
H  -0.87  0.59  2.32
H  0.57  1.53  1.76
H  2.12  -2.99  -2.29
H  0.79  -4.93  -3.14
C  1.21  6.16  1.53
C  0.25  5.16  2.08
O  0.65  4.74  3.33
B  -0.11  4.15  4.30
H  -0.91  2.33  2.34
O  0.50  3.60  5.38
C  1.34  2.50  5.46
C  2.07  2.60  6.77
O  1.42  1.65  4.60
O  -1.49  4.24  4.22
C  -2.36  3.23  4.57
C  -3.69  3.80  4.95
O  -2.07  2.05  4.54
O  -0.74  4.75  1.50
H  1.93  6.47  2.30
H  1.75  5.73  0.67
H  0.66  7.03  1.14
H  1.35  2.86  7.55
H  2.58  1.66  7.02
H  2.82  3.39  6.69
H  -3.80  4.80  4.53
H  -4.49  3.14  4.60
H  -3.77  3.85  6.05


ORCA calculation (wB97M-V/def2-TZVPD) on 6 unconnected molecules or ions with the total composition C51H51F40N4O7 at a distorted geometry.

Output
**Kohn-Sham gap**: 7.26 eV
**E**: -182696.65314 eV
**Total charge**: +1
**LUMO level**: -4.1 eV

Geometry (Å):
C  -1.50  -6.59  -1.15
C  0.00  -6.85  -0.81
N  0.24  -7.57  0.49
C  0.89  -6.79  1.51
O  1.25  -7.81  2.51
C  0.21  -8.59  2.84
N  -0.54  -9.47  2.96
N  2.27  -6.23  1.24
C  3.18  -6.62  0.16
C  4.55  -5.88  0.17
O  5.34  -5.93  1.09
C  4.96  -5.07  -1.07
C  6.28  -4.47  -1.12
C  6.73  -3.73  -2.26
C  5.89  -3.54  -3.43
C  4.58  -4.14  -3.38
C  4.12  -4.88  -2.23
C  2.57  -5.36  2.16
C  1.35  -5.21  3.16
C  0.22  -5.49  2.07
C  -1.08  -5.59  2.97
C  -2.38  -6.01  2.22
C  -2.81  -7.47  1.94
N  -3.12  -5.06  1.79
C  -0.01  -4.26  1.13
C  0.02  -2.88  1.82
C  1.27  -2.13  1.76
C  1.43  -0.81  2.31
C  0.29  -0.17  2.96
C  0.45  1.28  3.52
C  -0.93  -0.92  3.04
C  -1.08  -2.25  2.47
H  -2.09  -7.54  -1.21
H  -1.51  -6.18  -2.20
H  -1.99  -5.83  -0.52
H  0.39  -7.52  -1.62
H  0.60  -5.91  -0.90
H  0.92  -8.30  0.25
H  3.41  -7.71  0.32
H  2.72  -6.56  -0.85
H  7.01  -4.58  -0.30
H  7.75  -3.28  -2.30
H  6.22  -3.00  -4.33
H  3.94  -4.02  -4.27
H  3.11  -5.31  -2.31
H  3.48  -4.77  2.30
H  1.36  -5.90  4.04
H  1.36  -4.21  3.65
H  -0.94  -6.36  3.78
H  -1.31  -4.64  3.51
H  -2.22  -7.98  1.15
H  -3.87  -7.48  1.59
H  -2.79  -8.11  2.86
H  -3.95  -5.42  1.31
H  0.82  -4.25  0.38
H  -0.98  -4.33  0.59
H  2.13  -2.59  1.23
H  2.41  -0.33  2.19
H  0.39  2.01  2.67
H  1.41  1.46  4.03
H  -0.42  1.50  4.18
H  -1.79  -0.45  3.55
H  -2.06  -2.78  2.54
C  4.15  5.58  5.57
C  3.41  4.97  4.36
C  2.24  5.78  3.81
F  1.25  5.94  4.72
F  1.69  5.13  2.75
F  3.02  3.71  4.67
F  4.33  4.85  3.36
O  3.81  5.09  6.86
C  2.72  5.66  7.52
C  1.60  4.65  7.77
F  1.13  4.13  6.61
F  0.55  5.25  8.39
F  2.30  6.76  6.87
F  3.18  6.09  8.72
H  5.20  5.29  5.45
H  4.16  6.67  5.54
H  2.56  6.76  3.46
H  1.95  3.82  8.39
C  1.40  1.04  -2.65
C  0.70  0.34  -3.83
C  -0.44  1.10  -4.50
F  -1.46  1.35  -3.65
F  -0.96  0.37  -5.52
F  0.29  -0.89  -3.43
F  1.66  0.12  -4.78
O  1.00  0.66  -1.33
C  -0.11  1.29  -0.77
C  -1.25  0.31  -0.48
F  -1.68  -0.31  -1.59
F  -2.31  0.96  0.05
F  -0.48  2.33  -1.53
F  0.31  1.80  0.41
H  2.45  0.73  -2.70
H  1.42  2.12  -2.77
H  -0.09  2.05  -4.91
H  -0.92  -0.46  0.23
C  -0.49  5.30  -8.97
C  0.55  6.29  -9.53
C  1.95  5.74  -9.78
F  2.54  5.30  -8.65
F  2.75  6.71  -10.28
F  0.60  7.38  -8.73
F  0.07  6.72  -10.73
O  -0.74  5.34  -7.56
C  0.09  4.61  -6.72
C  0.87  5.50  -5.75
F  1.65  6.37  -6.41
F  1.68  4.74  -4.97
F  0.88  3.80  -7.44
F  -0.73  3.80  -6.00
H  -1.45  5.60  -9.41
H  -0.33  4.28  -9.32
H  1.93  4.92  -10.50
H  0.19  6.06  -5.11
C  -1.05  8.76  4.96
C  -2.50  9.00  5.42
C  -3.60  8.43  4.53
F  -3.59  8.96  3.29
F  -4.82  8.71  5.06
F  -2.68  10.33  5.62
F  -2.63  8.42  6.65
O  -0.40  9.82  4.27
C  -0.58  9.94  2.90
C  -1.28  11.24  2.51
F  -2.49  11.34  3.08
F  -1.46  11.30  1.17
F  -1.21  8.85  2.42
F  0.66  9.92  2.35
H  -0.46  8.65  5.88
H  -0.93  7.81  4.44
H  -3.52  7.34  4.45
H  -0.69  12.11  2.82
C  -6.13  -4.91  -3.69
C  -5.37  -6.15  -3.17
C  -5.68  -6.59  -1.74
F  -5.35  -5.64  -0.83
F  -4.95  -7.69  -1.42
F  -4.04  -5.96  -3.34
F  -5.71  -7.19  -3.99
O  -5.44  -3.66  -3.66
C  -5.46  -2.91  -2.49
C  -4.07  -2.75  -1.88
F  -3.52  -3.95  -1.59
F  -4.13  -2.05  -0.72
F  -6.35  -3.44  -1.62
F  -5.94  -1.70  -2.82
H  -6.29  -5.09  -4.76
H  -7.13  -4.83  -3.27
H  -6.73  -6.84  -1.62
H  -3.40  -2.23  -2.57


ORCA calculation (wB97M-V/def2-TZVPD) on a molecular structure, C51H51N3O2Y at a distorted geometry.

Output
**Kohn-Sham gap**: 7.66 eV
**Relative energy (zero: lowest compared OMol25 entry of this formula, charge and spin)**: 0.903 eV
**E**: -63324.15248 eV
**Total charge**: +1
**LUMO level**: -3.0 eV

Geometry (Å):
Y  -0.66  -0.01  -0.39
O  -2.39  0.21  0.40
C  -3.61  -0.13  -0.17
C  -3.55  -1.64  -0.64
C  -2.75  -1.86  -1.90
C  -3.33  -2.37  -3.05
C  -2.55  -2.52  -4.19
C  -1.21  -2.15  -4.16
C  -0.69  -1.67  -2.97
C  0.73  -1.21  -2.86
C  0.82  0.37  -2.93
O  0.18  0.95  -1.84
C  2.28  0.83  -2.93
C  2.53  2.18  -3.18
C  3.81  2.69  -3.15
C  4.89  1.85  -2.88
C  4.65  0.51  -2.63
C  3.36  0.00  -2.65
C  0.14  0.76  -4.26
C  0.78  0.52  -5.47
C  0.14  0.78  -6.67
C  -1.15  1.31  -6.67
C  -1.78  1.56  -5.46
C  -1.14  1.29  -4.26
N  -1.45  -1.53  -1.87
C  -4.74  -0.05  0.88
C  -4.41  0.23  2.20
C  -5.40  0.27  3.18
C  -6.72  0.02  2.84
C  -7.05  -0.25  1.52
C  -6.07  -0.28  0.55
C  -3.95  0.84  -1.31
C  -3.49  2.16  -1.21
C  -3.80  3.10  -2.17
C  -4.58  2.75  -3.26
C  -5.05  1.45  -3.37
C  -4.74  0.51  -2.40
H  -3.07  -2.16  0.19
H  -4.55  -2.04  -0.76
H  -4.37  -2.66  -3.06
H  -2.98  -2.92  -5.10
H  -0.59  -2.24  -5.04
H  1.15  -1.52  -1.90
H  1.33  -1.63  -3.66
H  1.69  2.84  -3.39
H  3.99  3.74  -3.36
H  5.90  2.23  -2.87
H  5.48  -0.16  -2.43
H  3.21  -1.05  -2.46
H  1.79  0.12  -5.47
H  0.65  0.59  -7.60
H  -1.64  1.52  -7.61
H  -2.79  1.97  -5.46
H  -1.64  1.49  -3.32
H  -3.38  0.43  2.46
H  -5.14  0.50  4.20
H  -7.49  0.04  3.60
H  -8.08  -0.43  1.24
H  -6.34  -0.47  -0.48
H  -2.90  2.44  -0.34
H  -3.44  4.12  -2.07
H  -4.83  3.49  -4.02
H  -5.67  1.17  -4.21
H  -5.13  -0.49  -2.51
C  2.46  -5.20  3.91
C  3.33  -4.12  3.25
C  4.36  -4.76  2.31
C  4.07  -3.35  4.34
C  2.42  -3.22  2.42
C  1.65  -3.74  1.39
C  0.84  -2.90  0.65
N  0.74  -1.59  0.87
C  1.47  -1.06  1.87
C  2.31  -1.85  2.65
C  1.34  0.41  2.11
C  2.03  1.05  3.12
C  1.89  2.43  3.33
C  1.03  3.10  2.47
C  0.38  2.40  1.47
N  0.52  1.09  1.29
C  2.66  3.11  4.45
C  2.36  4.61  4.51
C  4.16  2.91  4.20
C  2.26  2.46  5.79
H  3.09  -5.84  4.54
H  1.97  -5.83  3.18
H  1.70  -4.75  4.55
H  5.04  -5.39  2.89
H  4.95  -4.00  1.80
H  3.88  -5.39  1.56
H  4.70  -4.04  4.90
H  3.38  -2.89  5.05
H  4.72  -2.58  3.92
H  1.68  -4.79  1.14
H  0.24  -3.30  -0.15
H  2.88  -1.40  3.44
H  2.69  0.50  3.77
H  0.86  4.16  2.56
H  -0.29  2.91  0.79
H  2.65  5.10  3.58
H  2.93  5.06  5.32
H  1.31  4.79  4.70
H  4.46  3.32  3.24
H  4.44  1.85  4.22
H  4.74  3.41  4.99
H  1.18  2.57  5.96
H  2.78  2.95  6.61
H  2.51  1.40  5.81